DFT (ωB97M-V/def2-TZVPD) results for an isolated molecule of C20H20N4O3S2.

Structure (XYZ):
```
49
Properties=species:S:1:pos:R:3:forces:R:3:mulliken_charge:R:1
C -7.720 -3.115 -0.503 0.025 0.157 0.214 -1.34
C -6.799 -2.275 0.373 0.180 -0.140 -0.237 -0.29
C -5.417 -2.123 -0.258 -0.043 0.141 0.296 -0.48
C -4.446 -1.329 0.620 0.167 -0.505 -0.338 -0.86
N -4.811 0.057 0.818 -0.014 0.757 -0.510 -0.28
S -4.500 1.111 -0.443 -0.050 -0.146 0.461 1.46
O -4.633 0.476 -1.727 0.322 -0.067 0.121 -0.67
O -5.282 2.281 -0.179 0.040 0.058 0.244 -0.77
C -2.772 1.448 -0.156 -0.501 -0.245 -0.288 -0.06
C -1.851 1.048 -1.101 0.035 -0.078 -0.211 -0.67
C -0.527 1.331 -0.818 -0.392 0.363 0.714 0.37
N 0.647 1.102 -1.493 0.268 -0.016 -0.093 -0.05
C 1.641 1.617 -0.711 -0.122 0.155 0.318 0.21
N 1.216 2.151 0.397 0.399 0.053 0.028 -0.51
C -0.145 1.992 0.378 -0.433 -0.399 -0.676 0.58
C -1.102 2.380 1.311 -0.114 -0.091 -0.166 -1.11
C -2.421 2.098 1.022 0.054 0.176 0.250 -0.39
H -3.215 2.379 1.694 -0.032 0.070 0.183 0.42
H -0.809 2.883 2.217 0.012 0.066 0.116 0.44
S 3.299 1.562 -1.221 0.417 0.036 -0.165 -0.24
C 4.104 2.086 0.335 -0.321 -0.125 -0.165 -0.95
C 4.667 0.854 1.016 -0.390 0.298 0.018 0.54
O 4.084 0.331 1.935 0.120 0.039 -0.035 -0.56
C 5.953 0.321 0.497 0.556 -0.454 0.034 0.88
C 6.632 -0.601 1.298 -0.162 0.146 -0.080 -0.55
C 7.837 -1.134 0.894 0.076 0.038 -0.153 -0.69
C 8.378 -0.753 -0.336 -0.849 0.381 0.243 0.56
C 7.699 0.157 -1.149 0.182 -0.123 0.019 -1.20
C 6.498 0.692 -0.732 -0.161 -0.054 0.288 -0.14
H 5.979 1.380 -1.381 0.023 0.105 -0.058 0.35
H 8.121 0.436 -2.103 0.027 0.003 -0.046 0.44
C 9.614 -1.292 -0.763 0.430 -0.180 -0.154 0.03
N 10.616 -1.728 -1.108 0.341 -0.151 -0.118 -0.47
H 8.365 -1.842 1.515 0.037 -0.029 0.029 0.45
H 6.191 -0.883 2.242 -0.031 -0.016 0.050 0.47
H 3.309 2.524 0.940 0.176 0.001 0.028 0.44
H 4.871 2.816 0.084 -0.043 0.003 0.001 0.56
H 0.760 0.660 -2.390 0.004 0.001 0.069 0.19
H -2.180 0.554 -2.001 -0.022 -0.079 -0.134 0.52
H -5.745 0.190 1.174 -0.187 0.272 -0.009 0.32
H -3.457 -1.312 0.156 0.066 -0.205 0.131 0.29
H -4.358 -1.795 1.607 0.090 0.050 -0.093 0.45
H -5.504 -1.614 -1.219 0.015 -0.134 -0.027 0.30
H -4.989 -3.113 -0.432 0.019 -0.050 -0.041 0.39
H -6.701 -2.744 1.356 -0.022 0.059 0.073 0.27
H -7.250 -1.290 0.515 -0.041 0.026 0.083 0.29
H -8.703 -3.209 -0.047 -0.117 -0.061 -0.036 0.37
H -7.309 -4.113 -0.643 0.011 -0.112 -0.045 0.33
H -7.836 -2.652 -1.480 -0.046 0.005 -0.129 0.33
```
Positions in Å, forces in eV/Å.

## Properties
Energy above the lowest of the compared OMol25 structures with the same formula, charge and spin = 2.521 eV
Calculated total energy = -2015.25890 a.u.
HOMO = -8.683 eV
Structure (SMILES) = CCCCNS(=O)(=O)c1ccc2nc(SCC(=O)c3ccc(C#N)cc3)[nH]c2c1
Frontier orbital gap = 7.8205 eV